[1]
# C20H29O19Pd2

A structure of composition C20H29O19Pd2 at a distorted geometry (wB97M-V/def2-TZVPD, the OMol25 dataset).

E_HOMO (alpha / beta): -0.5942 / -0.5942 hartree
<S²>: 6.01
DFT total energy: -2463.45386 Ha
relative energy (zero: lowest compared OMol25 entry of this formula, charge and spin): 0.000 eV
2S+1: 5
net charge: +3

Each line ends with the natural charge from an NBO analysis.
Cartesian coordinates (Å):
Pd: -1.1855 -4.8958 1.2129  0.9125
Pd: 2.6009 -3.4899 0.2179  1.3933
C: 0.0257 -0.8945 0.7948  -0.6451
C: -0.2479 -2.1578 0.0272  -0.0849
O: 0.3147 -3.4166 0.3352  -0.8004
H: 1.1098 -0.8324 0.8894  0.2126
H: -0.2707 -1.0732 1.8285  0.2160
H: -0.3290 0.0396 0.3592  0.2384
H: 0.2939 -1.9564 -0.8969  0.1822
H: -1.2797 -2.3030 -0.2930  0.1731
C: -5.4711 -2.0399 -1.0821  -0.1040
C: -4.6277 -1.3523 -0.0253  -0.1218
O: -5.5491 -0.6043 0.7635  -0.3956
C: -6.6507 -0.4700 0.0060  0.9568
O: -7.6505 0.2356 0.2934  0.0769
O: -6.6320 -1.3217 -1.0259  -0.3592
H: -5.6828 -3.0763 -0.8189  0.2287
H: -5.0498 -2.0183 -2.0872  0.2509
H: -3.7741 -0.8275 -0.4543  0.2296
H: -4.1734 -2.1831 0.5147  0.2319
C: 4.4118 -0.0816 3.7153  -0.1010
C: 5.6943 0.1600 2.9267  -0.1106
O: 5.4045 -0.2803 1.5887  -0.4182
C: 4.2472 -0.9543 1.6020  1.0401
O: 3.7820 -1.6937 0.6710  -0.7257
O: 3.6383 -0.8108 2.8081  -0.4658
H: 3.8047 0.7891 3.9636  0.2104
H: 4.6588 -0.6204 4.6300  0.2253
H: 6.5288 -0.3680 3.3881  0.2308
H: 5.8971 1.2307 2.9499  0.2320
C: 2.6020 2.9098 -1.0079  -0.0994
C: 3.5790 1.9882 -0.5296  -0.1226
O: 4.4640 1.6791 -1.5725  -0.4584
C: 4.0479 2.5113 -2.5902  0.9496
O: 4.4355 2.3644 -3.7959  -0.5964
O: 3.1781 3.4313 -2.2350  -0.4373
H: 2.2881 3.6745 -0.2974  0.2285
H: 1.6896 2.4375 -1.3721  0.1633
H: 3.1504 1.0978 -0.0696  0.1817
H: 4.1274 2.6664 0.1242  0.1970
C: -3.2883 -0.2109 3.2914  -0.1209
C: -4.3772 -0.9776 3.8646  -0.0918
O: -3.7954 -2.2839 3.8521  -0.4572
C: -2.7932 -2.3431 2.9287  1.0192
O: -2.2712 -3.3334 2.5173  -0.6804
O: -2.6962 -1.1177 2.3828  -0.5008
H: -2.6639 0.2766 4.0400  0.2264
H: -3.8337 0.5861 2.7859  0.2090
H: -5.2430 -0.9716 3.2024  0.1790
H: -4.6215 -0.5149 4.8208  0.2483
C: 2.9804 -1.6691 -5.1540  -0.1217
C: 4.1252 -0.7517 -4.6873  -0.0950
O: 4.2246 -1.2642 -3.3384  -0.4685
C: 3.1325 -2.0591 -3.0159  1.0350
O: 2.9796 -2.5399 -1.8966  -0.7532
O: 2.4305 -2.3038 -4.0623  -0.4355
H: 3.4107 -2.4501 -5.7809  0.2057
H: 2.3705 -1.0059 -5.7673  0.2219
H: 3.8587 0.3044 -4.6459  0.2317
H: 4.9029 -0.9623 -5.4214  0.2303
C: -2.0222 3.0832 -0.6168  -0.0965
C: -3.3735 3.4852 -1.0398  -0.0955
O: -3.6059 4.7374 -0.3546  -0.4577
C: -2.5629 5.1149 0.3065  0.9484
O: -2.3442 6.2183 0.6518  -0.5094
O: -1.5497 4.2385 0.0346  -0.4943
H: -1.3067 3.0085 -1.4357  0.1930
H: -2.0079 2.0919 -0.1639  0.1468
H: -3.9892 2.6844 -0.6301  0.1503
H: -3.4703 3.4365 -2.1244  0.2179


[2]
# C20H30AgF2O10

A structure of composition C20H30AgF2O10 at a distorted geometry (wB97M-V/def2-TZVPD, the OMol25 dataset).

E_HOMO (alpha / beta): -0.3423 / -0.3114 hartree
<S²>: 0.76
DFT total energy: -1879.06945 Ha
relative energy (zero: lowest compared OMol25 entry of this formula, charge and spin): 2.462 eV
2S+1: 2

Each line ends with the natural charge from an NBO analysis.
Cartesian coordinates (Å):
Ag: -1.2810 0.0011 1.1105  1.3885
F: -1.2658 -0.2948 3.3903  -0.7108
F: -3.3458 0.3523 0.3856  -0.7380
O: -1.5390 -2.2718 0.5879  -0.6254
C: -2.1390 -3.1821 -0.0293  0.8250
O: -2.2897 -4.4041 0.5916  -0.4677
C: -2.9267 -5.2772 -0.3206  -0.0805
C: -2.8665 -4.6534 -1.7371  -0.4342
C: -2.7655 -3.2130 -1.4050  -0.5273
H: -3.9893 -5.4076 -0.1158  0.1814
H: -2.5342 -6.2933 -0.3600  0.2004
H: -3.7894 -4.7322 -2.3116  0.2247
H: -2.0244 -4.9421 -2.3661  0.2115
H: -3.7208 -2.7662 -1.1297  0.2650
H: -2.0437 -2.6196 -1.9663  0.2396
O: 4.0074 -3.8127 4.5226  -0.5833
C: 2.9623 -3.3286 4.0987  0.7875
O: 1.7535 -3.4996 4.7712  -0.4929
C: 0.7142 -2.8728 4.0425  -0.0781
C: 1.2417 -2.7457 2.6628  -0.4283
C: 2.7643 -2.5309 2.8228  -0.5312
H: 0.4079 -1.9701 4.5711  0.2117
H: -0.1712 -3.5082 4.0225  0.1921
H: 0.8017 -1.8732 2.1798  0.2431
H: 0.9829 -3.6521 2.1155  0.2036
H: 2.8875 -1.4671 3.0257  0.2350
H: 3.3713 -2.9178 2.0043  0.2346
O: 0.9960 0.4134 1.1617  -0.6239
C: 1.9554 1.1253 1.3801  0.8410
O: 2.2805 1.4402 2.6767  -0.4643
C: 3.3739 2.3460 2.7087  -0.0702
C: 4.0197 2.1812 1.3041  -0.4281
C: 2.8510 1.8965 0.3444  -0.5234
H: 4.1204 2.2130 3.4917  0.2037
H: 3.0735 3.3906 2.7900  0.1789
H: 4.7058 1.3364 1.3640  0.2136
H: 4.5012 3.0976 0.9631  0.2166
H: 3.0187 1.2525 -0.5189  0.2381
H: 2.4638 2.8145 -0.0977  0.2451
O: -1.2307 2.3331 1.0666  -0.6058
C: -1.0771 3.3016 0.3291  0.8118
O: -0.0191 4.1466 0.5783  -0.5077
C: -0.1403 5.2997 -0.4394  -0.0725
C: -0.9679 4.8016 -1.5323  -0.4536
C: -1.9744 3.8052 -0.8970  -0.4964
H: 0.8527 5.5107 -0.8364  0.1969
H: -0.5954 6.1612 0.0493  0.1942
H: -0.3211 4.2900 -2.2451  0.2165
H: -1.6134 5.5672 -1.9627  0.2304
H: -2.2951 3.0005 -1.5586  0.2500
H: -2.8013 4.2315 -0.3291  0.2444
O: -0.5932 0.2768 -1.1620  -0.5914
C: -0.5042 0.4993 -2.3624  0.8179
O: -0.0714 1.7086 -2.8235  -0.4967
C: -0.2569 1.7689 -4.2339  -0.0786
C: -1.1431 0.5999 -4.5716  -0.4264
C: -0.8012 -0.4330 -3.5149  -0.5254
H: 0.6868 1.6896 -4.7736  0.1903
H: -0.8705 2.6606 -4.3628  0.2009
H: -1.1185 0.2998 -5.6192  0.2299
H: -2.1701 0.9254 -4.4058  0.2105
H: 0.1044 -0.9686 -3.7998  0.2392
H: -1.6418 -1.1003 -3.3250  0.2484


[3]
# C20H30AsCaF9NO17

A structure of composition C20H30AsCaF9NO17 at a distorted geometry (wB97M-V/def2-TZVPD, the OMol25 dataset).

E_HOMO: -0.1409 hartree
DFT total energy: -5926.23748 Ha
relative energy (zero: lowest compared OMol25 entry of this formula, charge and spin): 4.386 eV
2S+1: 1
net charge: -1

Each line ends with the Löwdin charge.
Cartesian coordinates (Å):
Ca: -0.5126 -0.1137 -0.4735  1.4888
As: -1.5498 2.8149 -2.9399  0.8990
F: -2.1653 3.8327 -4.1523  -0.2434
F: -0.1889 2.2104 -3.9519  -0.2778
F: -0.9819 1.5830 -1.7405  -0.3945
F: -2.9291 3.2191 -1.7977  -0.2951
F: -2.6028 1.5226 -3.6391  -0.2730
F: -0.5701 4.0590 -2.1650  -0.2576
C: -3.5895 -0.1990 -0.1933  -0.3938
O: -2.6952 0.8518 0.2824  -0.2120
O: -2.9170 -0.5604 -1.3920  -0.2515
C: -3.8603 -1.2064 0.9335  -0.5364
F: -4.8449 -0.5868 1.6755  0.0852
F: -4.3058 -2.4024 0.5214  0.1406
F: -2.7967 -1.4698 1.6964  0.1366
C: -3.1496 1.7855 1.2926  -0.2511
C: -2.2679 2.9958 1.3160  -0.0822
H: -2.5248 3.4772 2.2595  0.0675
H: -1.1909 2.8292 1.2968  0.0496
H: -2.3408 3.7142 0.4994  0.0697
H: -3.1250 1.2860 2.2611  0.1002
H: -4.1648 2.1703 1.1952  0.1225
H: -4.4754 0.2806 -0.6096  0.1503
N: -0.3518 -1.4768 -3.3780  -0.6451
O: 0.1357 -0.8962 -2.4485  -0.1816
O: 0.0299 -2.5659 -3.6696  -0.0145
O: -1.3575 -0.9241 -3.8783  -0.0107
C: 4.7284 -3.6496 -2.4337  -0.0097
C: 3.4950 -3.5865 -1.5679  -0.3149
C: 3.6348 -3.8885 -0.1288  -0.1497
O: 3.2376 -2.7381 0.4870  0.1234
C: 2.5491 -2.0164 -0.3328  -0.5505
O: 1.8529 -1.0631 0.0553  0.0598
O: 2.8154 -2.3044 -1.5847  0.1552
H: 5.1019 -4.6507 -2.6493  0.0889
H: 5.5185 -3.0673 -1.9596  0.0882
H: 4.3627 -3.1038 -3.3033  0.0974
H: 2.8239 -4.4083 -1.8177  0.1523
H: 4.6378 -4.2595 0.0822  0.1371
H: 2.9776 -4.6840 0.2225  0.1362
C: 3.7759 5.2839 -0.9832  -0.0282
C: 3.0247 4.5706 0.1259  -0.3488
C: 1.4995 4.9265 0.1702  -0.0837
O: 0.8639 3.6488 0.1670  0.0415
C: 1.7997 2.7511 -0.2837  -0.4234
O: 1.5964 1.6081 -0.7615  0.0876
O: 3.0549 3.2204 -0.0715  0.0971
H: 3.4770 5.0212 -1.9979  0.0983
H: 4.8625 5.1998 -0.9631  0.0756
H: 3.7411 6.3709 -0.9099  0.0800
H: 3.3966 4.8747 1.1043  0.1440
H: 1.1234 5.4408 -0.7142  0.1208
H: 1.2424 5.6904 0.9040  0.1289
C: 0.3535 3.1409 5.0641  0.0145
C: 0.9081 1.6998 4.5877  -0.3291
C: -0.0395 0.6378 5.0800  -0.1101
O: -0.5511 0.1230 3.9231  0.1574
C: -0.0255 0.6836 2.9251  -0.5285
O: -0.2779 0.2899 1.7738  0.0127
O: 0.8699 1.6181 3.2478  0.1377
H: 1.2466 3.7553 4.9497  0.0742
H: 0.0737 3.0171 6.1103  0.0697
H: -0.5646 3.4932 4.5938  0.0859
H: 1.8888 1.4327 4.9814  0.1549
H: -0.8993 1.0749 5.5877  0.1394
H: 0.5188 -0.1085 5.6451  0.1442
C: -2.1188 -5.1337 -2.9684  -0.0173
C: -2.3704 -4.8206 -1.4836  -0.2540
C: -1.4464 -5.6017 -0.5140  -0.0731
O: -1.3671 -4.5885 0.4986  0.0786
C: -1.3206 -3.4041 -0.0856  -0.4967
O: -0.8160 -2.3764 0.4607  0.0021
O: -1.7848 -3.5077 -1.3297  0.0874
H: -2.8399 -5.7767 -3.4731  0.0711
H: -1.1371 -5.5729 -3.1461  0.0782
H: -2.2193 -4.2623 -3.6155  0.0912
H: -3.4197 -4.8186 -1.1884  0.1576
H: -0.5355 -5.9232 -1.0189  0.1276
H: -2.0266 -6.4894 -0.2624  0.1315